1 | The following is a DFT calculation (ωB97M-V/def2-TZVPD) of one molecule with the formula C4H10BNO.

SMILES   C=CCOBNC
Highest occupied orbital energy   -9.4 eV
Frontier orbital gap   10.264 eV
Spin multiplicity   1

```
17
C4H10BNO | the Open Molecules 2025 dataset | ωB97M-V/def2-TZVPD
B 0.5687 -1.0718 0.5352
C -0.5653 2.4517 -0.4507
C 0.5533 2.1484 0.1857
C 1.4399 1.0017 -0.1795
C -1.6213 -1.9092 -0.4015
N -0.5839 -1.8810 0.5928
O 0.7337 -0.1635 -0.3920
H -0.8488 1.8338 -1.3219
H -1.1424 3.3626 -0.2369
H 1.5768 -1.2509 1.2082
H 0.8993 2.7426 0.9924
H 1.9594 1.2512 -1.0338
H 2.3167 0.9258 0.5944
H -1.7592 -1.0308 -1.0089
H -1.5838 -2.9004 -1.1160
H -2.5776 -1.8821 0.2125
H -0.5582 -2.6861 1.2133
```

These are the natural (NBO) partial charges, in e, on atoms 1 to 2: B 0.8240; C -0.3809

2 | The following is a DFT calculation (ωB97M-V/def2-TZVPD) of a 2-piece molecular cluster, C4H10BNO overall.

SMILES   O=BC1CC1.CN
Highest occupied orbital energy   -9.1 eV
Frontier orbital gap   9.762 eV
Spin multiplicity   1

```
17
C4H10BNO | the Open Molecules 2025 dataset | ωB97M-V/def2-TZVPD
B 1.2348 1.1515 0.0151
C 1.8547 -1.1322 -1.4592
C 0.4506 -1.3293 -1.0677
C 1.0700 0.0771 -1.1272
C -1.6721 0.3169 0.9150
N -1.7212 1.2633 2.0487
O 1.2879 2.0716 0.7644
H 2.6501 -1.3329 -0.7547
H 2.1826 -1.4199 -2.4103
H -0.1170 -1.5212 -1.9817
H 0.1532 -1.6786 -0.1190
H 0.6097 0.7421 -1.7320
H -1.2668 -0.6994 1.1671
H -2.7521 0.3638 0.5292
H -1.0674 0.7962 0.1296
H -2.1178 0.6973 2.8064
H -0.7789 1.6337 2.2763
```

These are the natural (NBO) partial charges, in e, on atoms 1 to 2: B 1.0703; C -0.3790

Energetically preferred structure: 1 | next structure: +0.927 eV

1 | The following is a DFT calculation (ωB97M-V/def2-TZVPD) of a 2-piece molecular cluster, C53H60F6N3O2 overall.

Net charge   +1
Highest occupied orbital energy   -9.6 eV
Frontier orbital gap   3.061 eV
Spin multiplicity   1

```
124
C53H60F6N3O2 | the Open Molecules 2025 dataset | ωB97M-V/def2-TZVPD
C 1.2920 2.3372 0.3931
C 2.7792 2.0319 0.3959
C 3.5713 3.2374 -0.1232
C 3.1830 1.8511 1.8535
C 3.0103 0.7780 -0.4915
C 3.4908 0.9953 -1.7954
C 3.8380 -0.0702 -2.6171
C 3.7846 -1.3651 -2.1105
C 3.3247 -1.6316 -0.8180
C 3.6082 -3.0646 -0.2803
C 2.3629 -3.7053 0.3001
C 4.7967 -3.0141 0.6870
C 4.0540 -4.0341 -1.3791
C 2.7458 -0.5534 -0.0703
N 1.8992 -0.8116 1.0818
C 2.4293 -1.2623 2.3768
C 1.2308 -1.7720 3.1197
N 0.0822 -1.3171 2.3325
C -1.2596 -1.3850 2.8852
C -1.7260 -0.3849 3.7919
C -0.8963 0.7878 4.4056
C -1.7806 2.0028 4.7315
C 0.1601 1.3423 3.4715
C -0.2584 0.3117 5.7164
C -3.0385 -0.4724 4.2748
C -3.9130 -1.4505 3.8448
C -3.4513 -2.4163 2.9571
C -2.1018 -2.4988 2.5925
C -1.6339 -3.8818 2.0284
C -2.8073 -4.7590 1.5862
C -0.9008 -4.6452 3.1353
C -0.8040 -3.7878 0.7649
C 0.5099 -0.8028 1.1068
C -0.2629 -0.4375 -0.0084
C -1.7089 -0.4034 -0.0169
C -2.5269 0.4878 0.7552
C -3.8909 0.2800 0.8348
C -4.4472 -0.8541 0.1947
N -5.5768 -1.4884 0.7786
O -5.8875 -2.6340 0.3628
O -6.1764 -0.9134 1.7124
C -3.7097 -1.6005 -0.7468
C -2.3661 -1.3251 -0.8839
H 0.7384 1.5348 0.8826
H 1.0909 3.2956 0.8907
H 0.9015 2.3490 -0.6248
H 4.6405 2.9892 -0.1635
H 3.2360 3.5719 -1.1087
H 3.4477 4.0891 0.5590
H 4.1882 1.4274 1.9657
H 3.1273 2.8190 2.3719
H 2.4664 1.1988 2.3446
H 3.6613 1.9999 -2.1929
H 4.1983 0.1008 -3.6345
H 4.1660 -2.1728 -2.7404
H 1.5874 -3.7688 -0.4752
H 2.5714 -4.7232 0.6616
H 1.9612 -3.1437 1.1366
H 5.7085 -2.8555 0.0961
H 4.7632 -2.1938 1.4119
H 4.8962 -3.9638 1.2265
H 5.0569 -3.7886 -1.7294
H 4.0849 -5.0516 -0.9745
H 3.3582 -4.0340 -2.2239
H 3.1973 -2.0277 2.2457
H 2.9100 -0.4599 2.9518
H 1.2397 -2.8702 3.1806
H 1.1688 -1.4000 4.1518
H -2.4405 1.8266 5.5843
H -1.1412 2.8556 4.9933
H -2.3805 2.2935 3.8613
H 0.9220 0.6045 3.2432
H -0.2891 1.7098 2.5422
H 0.6762 2.1857 3.9597
H 0.2711 -0.6413 5.6021
H 0.4584 1.0604 6.0806
H -1.0334 0.1645 6.4783
H -3.4253 0.2641 4.9821
H -4.9479 -1.4675 4.1900
H -4.1713 -3.1590 2.6184
H -3.4538 -4.2292 0.8748
H -2.4003 -5.6372 1.0672
H -3.4026 -5.1069 2.4348
H -0.0030 -4.1307 3.4880
H -1.5666 -4.7748 3.9991
H -0.6069 -5.6366 2.7695
H 0.0015 -3.0706 0.8668
H -0.3795 -4.7772 0.5280
H -1.4210 -3.4559 -0.0794
H 0.2487 -0.4097 -0.9649
H -2.0513 1.3207 1.2775
H -4.5459 0.8918 1.4556
H -4.2082 -2.4143 -1.2663
H -1.7735 -1.8692 -1.6289
F -0.1744 7.8273 -2.9851
C 0.1492 7.1069 -1.8643
F 1.4515 7.3981 -1.5716
F -0.6208 7.5887 -0.8353
C -0.0715 5.6349 -2.0748
C 1.0236 4.7878 -2.1635
C 0.8197 3.4515 -2.4718
C -0.4826 2.9124 -2.6308
C -0.6278 1.5734 -3.1747
C -1.0293 1.4781 -4.5337
C -1.1309 2.6603 -5.3444
C -1.5116 2.6304 -6.6673
C -1.7993 1.4048 -7.2547
C -2.2532 1.3547 -8.6831
F -1.3429 0.7097 -9.4784
F -3.4440 0.6858 -8.8094
F -2.4438 2.5954 -9.2207
C -1.6852 0.2181 -6.5263
C -1.3058 0.2460 -5.1995
C -1.5773 3.8207 -2.5393
C -1.3721 5.1570 -2.2535
H 2.0285 5.1613 -1.9865
H 1.6815 2.7998 -2.6379
H -0.2926 0.7000 -2.6268
H -0.8797 3.6333 -4.9224
H -1.5554 3.5476 -7.2427
H -1.8775 -0.7247 -7.0285
H -1.1982 -0.6865 -4.6370
H -2.5897 3.4722 -2.7640
H -2.2185 5.8345 -2.1687
```

These are the Mulliken partial charges, in e, on atoms 1 to 2: C 0.0018; C 2.6660

2 | The following is a DFT calculation (ωB97M-V/def2-TZVPD) of an isolated ion of composition C53H60F6N3O2 and charge +1.

Net charge   +1
Highest occupied orbital energy   -11.5 eV
Frontier orbital gap   8.072 eV
Spin multiplicity   1

```
124
C53H60F6N3O2 | the Open Molecules 2025 dataset | ωB97M-V/def2-TZVPD
C -1.8601 -2.9084 1.5378
C -3.1673 -2.2529 1.9719
C -4.2228 -2.6004 0.9132
C -3.6028 -2.9262 3.2842
C -2.9798 -0.7068 2.0837
C -3.6556 0.1613 1.2128
C -3.4711 1.5454 1.2952
C -2.9999 2.0914 2.4874
C -2.5838 1.2307 3.5077
C -2.7602 1.6785 4.9953
C -1.4197 1.8159 5.7032
C -3.6907 0.7163 5.7591
C -3.4215 3.0596 5.1059
C -2.1657 -0.0751 3.0648
N -0.9904 -0.7114 3.6010
C -1.0669 -1.4084 4.8868
C 0.3484 -1.5387 5.3244
N 1.1210 -1.2505 4.1038
C 2.5286 -1.5693 4.2446
C 2.9381 -2.9231 4.1032
C 2.0477 -4.1788 3.8475
C 2.7730 -5.1331 2.8843
C 0.6942 -3.9446 3.2001
C 1.8783 -4.9027 5.1933
C 4.2854 -3.2329 4.3012
C 5.2346 -2.2409 4.4581
C 4.8108 -0.9474 4.7256
C 3.4528 -0.6317 4.7965
C 3.1233 0.6178 5.6740
C 4.3041 1.6028 5.7123
C 2.9193 0.1158 7.1140
C 1.9470 1.4462 5.1847
C 0.3120 -0.7116 3.1223
C 0.7882 0.2844 2.0213
C 2.3353 0.2602 1.9939
C 2.9038 -0.9698 1.6366
C 4.2564 -1.0868 1.3636
C 5.0569 0.0419 1.6431
N 6.3652 -0.1957 2.1693
O 6.9292 0.7631 2.7544
O 6.8619 -1.3399 2.0741
C 4.5128 1.3151 1.8354
C 3.1339 1.4274 1.9907
H -1.0018 -2.3501 1.9208
H -1.7985 -3.9559 1.8732
H -1.7611 -2.9135 0.4501
H -5.1974 -2.1707 1.1747
H -3.9244 -2.2508 -0.0828
H -4.3356 -3.6920 0.8488
H -4.2488 -2.2816 3.8908
H -4.1603 -3.8452 3.0456
H -2.7471 -3.2548 3.8858
H -4.2831 -0.2283 0.4103
H -3.7549 2.1936 0.4671
H -3.0011 3.1747 2.6255
H -0.7888 2.5500 5.1853
H -1.5800 2.1659 6.7355
H -0.8812 0.8676 5.7559
H -4.7303 0.8752 5.4431
H -3.4666 -0.3439 5.6009
H -3.6289 0.9249 6.8378
H -4.3963 3.0903 4.6059
H -3.5882 3.2934 6.1680
H -2.7798 3.8464 4.6941
H -1.6754 -0.8501 5.5966
H -1.5343 -2.3862 4.7431
H 0.6322 -0.7970 6.0817
H 0.6026 -2.5208 5.7378
H 3.6497 -5.6008 3.3443
H 2.0941 -5.9425 2.5831
H 3.0902 -4.5988 1.9785
H 0.0333 -3.3238 3.8052
H 0.7916 -3.5033 2.2000
H 0.1798 -4.9138 3.0817
H 1.3727 -4.2784 5.9410
H 1.2927 -5.8226 5.0585
H 2.8616 -5.1740 5.5991
H 4.6189 -4.2695 4.3121
H 6.2942 -2.4785 4.4518
H 5.5720 -0.2104 4.9759
H 4.6583 1.8386 4.7010
H 3.9892 2.5429 6.1851
H 5.1389 1.2103 6.3042
H 2.1660 -0.6765 7.1863
H 3.8633 -0.3072 7.4845
H 2.6252 0.9398 7.7789
H 1.0800 0.8439 4.9296
H 1.6481 2.1610 5.9676
H 2.2201 2.0150 4.2875
H 0.5214 1.2206 2.5217
H 2.2292 -1.8337 1.5587
H 4.7082 -2.0350 1.0828
H 5.1840 2.1715 1.9393
H 2.6944 2.4230 2.1364
F -2.1192 -3.6235 -4.0354
C -1.8594 -3.9695 -2.7340
F -3.0676 -4.3271 -2.1753
F -1.0978 -5.0991 -2.7657
C -1.2267 -2.8513 -1.9411
C -2.0124 -1.7416 -1.6363
C -1.5302 -0.7984 -0.7399
C -0.2630 -0.8970 -0.1358
C 0.3581 0.3172 0.6211
C -0.1452 1.6868 0.0700
C -0.4742 1.7813 -1.2924
C -0.5289 2.9842 -1.9840
C -0.0615 4.1194 -1.3506
C 0.2750 5.3151 -2.2062
F -0.6092 6.3519 -2.0713
F 1.5126 5.8078 -1.8830
F 0.3092 4.9989 -3.5414
C 0.1416 4.1183 0.0288
C 0.0583 2.9126 0.7372
C 0.5668 -1.9295 -0.6228
C 0.0831 -2.9113 -1.4886
H -2.9838 -1.6213 -2.1075
H -2.1546 0.0752 -0.5713
H 1.3214 0.3201 0.0660
H -0.6286 0.9071 -1.9256
H -0.8786 3.0163 -3.0076
H 0.3797 5.0591 0.5264
H 0.2128 2.9543 1.8210
H 1.6344 -1.9521 -0.3973
H 0.7368 -3.7220 -1.8173
```

These are the Mulliken partial charges, in e, on atoms 1 to 2: C -0.6872; C 2.4399

Energetically preferred structure: 2 | next structure: +0.603 eV

1 | The following is a DFT calculation (ωB97M-V/def2-TZVPD) of one molecule with the formula C22H27N3O6S.

SMILES   CCOC(=O)N1CCN(C(=O)COc2ccc(S(=O)(=O)NCc3ccccc3)cc2)CC1
Highest occupied orbital energy   -9.0 eV
Frontier orbital gap   9.633 eV
Spin multiplicity   1

```
59
C22H27N3O6S | the Open Molecules 2025 dataset | ωB97M-V/def2-TZVPD
C 3.0725 2.1369 -2.9681
C 2.1581 2.4779 -1.8009
H 1.7081 3.4649 -1.9419
H 2.7019 2.4496 -0.8523
O 1.0989 1.5098 -1.7019
C -0.1341 1.9344 -2.0502
O -0.4099 3.0685 -2.3638
N -1.0363 0.9247 -2.0200
C -2.4131 1.1874 -2.3650
H -2.4904 2.2471 -2.6144
C -3.3340 0.8569 -1.1873
N -2.9320 -0.4035 -0.5839
C -3.3134 -0.8437 0.6321
O -3.0780 -1.9718 1.0230
C -4.0286 0.1671 1.5387
H -4.9899 0.4668 1.1126
O -3.2877 1.3662 1.6916
C -1.9347 1.2378 1.8548
C -1.3340 0.1429 2.4739
C 0.0442 0.0431 2.4847
C 0.8126 1.0243 1.8918
C 0.2303 2.1540 1.3505
C -1.1457 2.2680 1.3394
H -1.6265 3.1312 0.9063
H 0.8594 2.9213 0.9300
S 2.5446 0.6920 1.6468
O 3.2013 1.8985 1.2230
O 3.0745 -0.0426 2.7563
N 2.4251 -0.3435 0.3572
H 2.3911 0.1057 -0.5412
C 2.9251 -1.7009 0.3935
C 1.8979 -2.6423 -0.1803
C 0.8165 -3.0563 0.5874
C -0.1562 -3.8813 0.0514
C -0.0553 -4.3056 -1.2641
C 1.0180 -3.8983 -2.0375
C 1.9861 -3.0673 -1.4993
H 2.8242 -2.7546 -2.1060
H 1.1039 -4.2310 -3.0618
H -0.8095 -4.9550 -1.6831
H -0.9928 -4.1904 0.6597
H 0.7424 -2.7346 1.6144
H 3.8730 -1.7889 -0.1527
H 3.1098 -1.9139 1.4484
H 0.5397 -0.7940 2.9485
H -1.9293 -0.6372 2.9193
H -4.2078 -0.3192 2.5046
C -2.0093 -1.2022 -1.3629
H -2.4626 -1.4699 -2.3215
C -0.7140 -0.4159 -1.5673
H -0.1611 -0.3560 -0.6240
H -0.0782 -0.9288 -2.2984
H -1.8028 -2.1167 -0.8052
H -4.3688 0.7827 -1.5467
H -3.2805 1.6616 -0.4539
H -2.6876 0.6019 -3.2494
H 3.4915 1.1406 -2.8468
H 3.8852 2.8560 -3.0087
H 2.5214 2.1737 -3.9054
```

These are the natural (NBO) partial charges, in e, on atoms 1 to 2: C -0.6255; C -0.1050

2 | The following is a DFT calculation (ωB97M-V/def2-TZVPD) of one molecule with the formula C22H27N3O6S.

SMILES   CC[C@@H](Sc1nc2cc(OC)c(OC)cc2c(=O)n1Cc1ccco1)C(=O)NCCOC
Highest occupied orbital energy   -7.9 eV
Frontier orbital gap   8.471 eV
Spin multiplicity   1

```
59
C22H27N3O6S | the Open Molecules 2025 dataset | ωB97M-V/def2-TZVPD
C 3.5149 -1.1488 2.9904
H 4.3790 -1.3320 3.6233
H 3.7459 -1.4949 1.9846
C 3.1756 0.3351 2.9825
C 1.9895 0.6558 2.0835
H 2.1000 0.2057 1.0945
C 1.7696 2.1651 1.9476
O 2.3246 2.9773 2.6573
N 0.9075 2.4783 0.9661
C 0.5356 3.8347 0.6532
C 0.7169 4.1262 -0.8413
O -0.0270 3.2800 -1.6902
C -1.4221 3.4692 -1.6416
H -1.8435 2.8719 -2.4483
H -1.6810 4.5233 -1.7941
H -1.8510 3.1281 -0.6944
H 1.7593 3.9573 -1.1223
H 0.4586 5.1781 -1.0331
H -0.5048 4.0162 0.9483
H 1.1822 4.4957 1.2352
H 0.5005 1.7221 0.4162
S 0.4791 -0.1210 2.7930
C -0.3941 -0.5971 1.3467
N -0.0424 -0.0715 0.2233
C -0.7398 -0.4102 -0.9046
C -1.8413 -1.2741 -0.8488
C -2.5319 -1.5632 -2.0237
C -2.1694 -1.0087 -3.2388
C -1.0643 -0.1145 -3.2836
C -0.3613 0.1513 -2.1235
H 0.4738 0.8301 -2.1212
O -0.7545 0.4626 -4.4782
C 0.3614 1.3238 -4.5463
H 0.2608 2.1731 -3.8655
H 1.2888 0.7874 -4.3245
H 0.3866 1.6783 -5.5756
O -2.9611 -1.3718 -4.2830
C -2.5662 -1.1573 -5.6202
H -2.5933 -0.0993 -5.8886
H -1.5675 -1.5543 -5.8147
H -3.2951 -1.7027 -6.2195
H -3.3758 -2.2333 -1.9879
C -2.2355 -1.8571 0.4224
O -3.1712 -2.6080 0.5989
N -1.4233 -1.4717 1.5069
C -1.6799 -2.0996 2.7937
C -0.5658 -3.0187 3.1744
C 0.1315 -3.1661 4.3371
C 1.0717 -4.1996 4.1033
C 0.8774 -4.5960 2.8177
O -0.1118 -3.8886 2.2480
H 1.3583 -5.3390 2.2134
H 1.7907 -4.5847 4.7965
H -0.0043 -2.6061 5.2387
H -1.8094 -1.3396 3.5682
H -2.6142 -2.6588 2.6606
H 4.0275 0.9149 2.6207
H 2.9548 0.6795 3.9941
H 2.6805 -1.7329 3.3731
```

These are the natural (NBO) partial charges, in e, on atoms 1 to 2: C -0.6124; H 0.2133

Energetically preferred structure: 1 | next structure: +0.923 eV